Entry 1:
This record from OMol25 describes C4H5NO in the gas phase. The level of theory is the ωB97M-V functional and the def2-TZVPD basis.

CARTESIAN COORDINATES (ANGSTROEM)
O1 1.14269 -0.45584 -0.81822
N1 1.51299 0.80959 -0.79681
C1 1.00975 1.40423 0.26637
C2 0.23981 -0.65437 0.32536
C3 0.25109 0.55133 1.13995
C4 -1.20921 -0.63551 -0.22442
H1 -1.86710 -1.17367 0.45706
H2 -1.19320 -1.09806 -1.20996
H3 -1.60172 0.38176 -0.31575
H4 0.50055 -1.62036 0.76249
H5 1.20400 2.46364 0.39739

Energy above the lowest of the compared OMol25 structures with the same formula, charge and spin, kcal per mole: 110.1

natural (NBO) atomic charge list, values in e, 5 entries: number 1, O, carries -0.285; number 2, N, carries 0.050; number 3, C, carries -0.221; number 4, C, carries -0.122; number 5, C, carries 0.005

Entry 2:
This record from OMol25 describes C4H5NO in the gas phase at a distorted geometry. The level of theory is the ωB97M-V functional and the def2-TZVPD basis.

CARTESIAN COORDINATES (ANGSTROEM)
O1 -0.31634 -2.20109 -0.02886
N1 -1.03246 2.22861 -1.84434
C1 -0.90379 1.49922 -0.95578
C2 0.66579 -1.53367 0.18508
C3 0.66838 -0.02188 0.28341
C4 -0.74423 0.57529 0.16943
H1 1.14380 0.24770 1.23465
H2 1.34143 0.35552 -0.49699
H3 -1.01976 1.10819 1.08396
H4 -1.45877 -0.24589 0.04166
H5 1.65594 -2.01201 0.32777

SMILES: N#CCCC=O
Energy above the lowest of the compared OMol25 structures with the same formula, charge and spin, kcal per mole: 15.6

natural (NBO) atomic charge list, values in e, 5 entries: number 1, O, carries -0.515; number 2, N, carries -0.324; number 3, C, carries 0.286; number 4, C, carries 0.446; number 5, C, carries -0.508

Entry 3:
This record from OMol25 describes C4H5NO in the gas phase at a distorted geometry. The level of theory is the ωB97M-V functional and the def2-TZVPD basis.

CARTESIAN COORDINATES (ANGSTROEM)
O1 1.36922 -1.85158 -2.04552
N1 -0.20460 -0.17837 -1.64366
C1 -0.65769 0.56564 2.04376
C2 -0.71145 0.21384 -0.53392
C3 -0.19899 0.03009 0.92315
C4 1.05819 -0.71545 -1.90392
H1 1.78144 0.19217 -2.06816
H2 0.68779 -0.48689 1.00199
H3 0.03709 0.37865 2.79906
H4 -1.58116 1.08194 2.01478
H5 -1.57984 0.76995 -0.58758

SMILES: C=C/C=N\C=O
Energy above the lowest of the compared OMol25 structures with the same formula, charge and spin, kcal per mole: 47.8

natural (NBO) atomic charge list, values in e, 5 entries: number 1, O, carries -0.534; number 2, N, carries -0.443; number 3, C, carries -0.343; number 4, C, carries 0.155; number 5, C, carries -0.250